Entry 1:
ORCA calculation (ωB97M-V with the def2-TZVPD basis set) on an isolated molecule of C4H7NO2.

XYZ file:
```
14
Properties=species:S:1:pos:R:3:forces:R:3:mulliken_charge:R:1
N 0.322946 0.520167 2.217407 0.1687 0.1133 0.1213 -0.39
C -0.209357 -0.204805 1.217301 0.4005 -0.7154 0.3898 0.42
O -0.259699 -1.435635 1.280367 0.9553 0.0605 1.0156 -0.61
C -0.932528 0.324774 0.018855 -0.1319 -0.8217 0.0200 -0.72
C -0.171189 0.389526 -1.288081 0.1528 0.1484 0.1152 0.26
C 0.831410 -0.610442 -1.645062 0.3975 -0.0596 0.0149 -0.46
O -0.465494 -0.645774 -2.220779 -0.0409 0.0144 -0.1663 -0.44
H 0.629456 -0.012689 3.015648 0.1364 0.1586 -0.0153 0.24
H 0.489870 1.509355 2.187067 -0.1281 -0.0398 -0.1062 0.19
H -1.479219 1.276569 0.179538 -0.2223 -0.9804 0.0300 0.39
H -1.363646 -0.749481 0.067050 -1.5045 2.2763 -1.5339 0.25
H -0.088512 1.368183 -1.766580 -0.0178 -0.1444 0.2121 0.36
H 1.058951 -1.416614 -0.949706 -0.0925 0.1117 -0.0841 0.25
H 1.637012 -0.313133 -2.313025 -0.0733 -0.1220 -0.0132 0.26
```
Forces are in eV/Å.

The HOMO-LUMO gap is 10.65 eV. The HOMO energy comes out at -9.92 eV. For the strongest force on any atom, the calculation gives 0.061 hartree/bohr. As for the SMILES: NC(=O)C[C@H]1CO1.


Entry 2:
ORCA calculation (ωB97M-V with the def2-TZVPD basis set) on an isolated molecule of C4H7NO2.

XYZ file:
```
14
Properties=species:S:1:pos:R:3:forces:R:3:mulliken_charge:R:1
C 0.670814 1.242182 0.680564 0.0532 0.1100 0.0754 -1.31
C 0.044498 0.323858 -0.372691 0.0843 -0.0277 0.0858 0.55
C 1.047150 -0.086548 -1.443429 0.3595 0.1209 -0.0556 -0.16
O 2.138642 0.406820 -1.570752 -0.5229 -0.2604 0.0339 -0.47
C -0.421393 -0.906789 0.408618 0.0717 -0.1500 0.1407 0.28
N -1.755729 -1.150062 0.458210 -0.0808 -0.0756 0.0067 -0.37
O 0.378361 -1.568670 1.046577 -0.3086 0.0568 -0.3226 -0.60
H 1.071265 0.587278 1.458064 0.0676 0.3438 -0.0136 0.33
H 1.500190 1.818080 0.269724 -0.1724 0.0258 -0.0726 0.34
H -0.073888 1.915290 1.113158 0.1149 -0.0940 -0.0293 0.31
H -0.792301 0.798195 -0.912260 0.1515 -0.1149 0.1532 0.33
H 0.692713 -0.866196 -2.150598 0.0542 0.0410 0.0953 0.33
H -2.434321 -0.672295 -0.109376 0.1514 0.0526 0.1132 0.21
H -2.066002 -1.841141 1.124191 -0.0235 -0.0282 -0.2106 0.23
```
Forces are in eV/Å.

The HOMO-LUMO gap is 10.75 eV. The HOMO energy comes out at -10.09 eV. For the strongest force on any atom, the calculation gives 0.011 hartree/bohr. As for the SMILES: C[C@@H](C=O)C(N)=O.


Entry 3:
ORCA calculation (ωB97M-V with the def2-TZVPD basis set) on a 2-piece molecular cluster, C4H7NO2 overall.

XYZ file:
```
14
Properties=species:S:1:pos:R:3:forces:R:3:mulliken_charge:R:1
C 1.684790 -0.108281 -0.523140 -1.8878 -2.6376 3.6112 -1.07
C 0.850797 0.599562 0.541245 -0.2139 0.3327 -2.2282 -0.85
C -0.096934 1.428202 0.207040 1.8536 -1.3494 0.1218 0.75
N -0.902480 2.139847 -0.268396 -2.1300 2.9238 -0.8581 -0.54
H 1.555229 -1.244017 -0.299171 1.1053 1.8141 -0.3779 0.20
H 1.306425 0.015274 -1.461805 -1.0720 0.6627 -2.5509 0.35
H 2.620491 0.332440 -0.432384 2.1375 -0.0483 -0.1252 0.40
H 1.151694 0.714561 1.510996 1.1111 -0.2583 2.4193 0.49
H -1.887174 1.893555 -0.264069 0.1030 -0.3114 -0.1283 0.34
O -2.136294 -0.168292 -0.226307 -1.1120 0.7530 0.2782 -0.61
C -1.400129 -0.783964 0.475154 0.4241 -2.1261 1.0814 0.33
O -0.775670 -1.885109 0.032751 1.1758 -1.2648 0.4018 -0.44
H -1.157573 -0.806707 1.615252 -0.9384 0.7291 -1.8090 0.33
H -0.813178 -2.127069 -0.907161 -0.5562 0.7806 0.1639 0.31
```
Forces are in eV/Å.

The HOMO-LUMO gap is 9.32 eV. The HOMO energy comes out at -8.51 eV. For the strongest force on any atom, the calculation gives 0.094 hartree/bohr. As for the SMILES: CC=C=N.O=CO.


Entry 4:
ORCA calculation (ωB97M-V with the def2-TZVPD basis set) on a 3-piece molecular cluster, C4H7NO2 overall.

XYZ file:
```
14
Properties=species:S:1:pos:R:3:forces:R:3:mulliken_charge:R:1
O -1.237391 0.623441 -1.686237 -0.2331 0.0179 0.0963 -0.51
C -0.391776 -0.431372 -1.333815 0.2711 -0.1825 0.0330 -0.60
C -0.069253 -0.458456 0.154668 0.1418 -0.0511 -0.2595 0.75
C -0.113995 0.855283 0.933551 -0.0077 0.1835 0.2125 -0.69
N -1.171483 -0.082022 1.031857 -0.0879 -0.1281 0.2093 -0.52
C 1.272655 -0.725281 0.574210 0.4550 -0.5482 0.4425 0.13
O 2.076397 -1.405840 1.084908 -0.6879 0.6326 -0.4518 -0.37
H -1.938646 0.661697 -1.019133 0.0697 0.0356 -0.1221 0.34
H -0.828330 -1.410332 -1.589300 0.0547 0.1558 0.0346 0.28
H 0.531862 -0.315152 -1.909044 -0.0884 -0.0105 0.0815 0.37
H 0.917605 1.432079 0.055113 0.0803 -0.1316 -0.0437 0.13
H 0.520278 0.903382 1.837398 -0.0090 -0.0506 -0.1408 0.35
H -1.302134 -0.536923 1.932961 0.0109 0.0478 -0.0884 0.29
H 1.734210 0.889497 -0.067137 0.0304 0.0292 -0.0034 0.05
```
Forces are in eV/Å.

The HOMO-LUMO gap (alpha / beta) is 8.61 / 8.61 eV. The HOMO energy (alpha / beta) comes out at -8.72 / -8.72 eV. For the strongest force on any atom, the calculation gives 0.020 hartree/bohr.